18
Properties=species:S:1:pos:R:3 method="wB97M-V/def2-TZVPD" e_homo_ha=-0.504 lumo_ha=-0.136 total_charge=+1 homo_lumo_gap_ev=10.0
C -0.811 -1.529 -0.064
C -0.516 -2.387 0.902
N -1.309 -0.156 0.174
H -0.964 -1.966 -1.034
H -1.097 -3.358 0.948
H 0.058 -2.205 1.802
H -1.783 0.453 -0.620
H -0.546 0.439 0.511
H -1.917 -0.222 0.958
H 1.387 1.067 1.960
H 1.650 1.206 0.400
O 1.033 0.878 1.082
H 3.862 -0.112 0.100
H 4.229 0.972 -0.881
O 3.604 0.817 -0.130
H -2.181 1.563 -2.685
H -2.677 2.592 -1.598
O -2.023 1.948 -1.825